Density functional theory data (the ωB97M-V functional and the def2-TZVPD basis) for C19H16N2O4 in the gas phase at a distorted geometry.

```
41
Properties=species:S:1:pos:R:3:forces:R:3
C 5.020730 -0.078245 -1.944179 0.0 0.1 0.0
C 3.755837 -0.825354 -1.662195 -0.1 -0.1 0.1
C 3.263178 -0.934643 -0.366367 0.1 0.0 -0.1
C 2.082164 -1.600327 -0.103884 -0.2 -0.1 -0.2
C 1.358603 -2.179626 -1.145853 0.6 0.1 -0.4
C 1.864275 -2.092128 -2.445396 -0.2 0.0 0.2
C 3.040121 -1.419385 -2.698158 0.0 0.0 0.1
H 3.414795 -1.353831 -3.709477 0.0 0.0 -0.1
H 1.308041 -2.556047 -3.246157 0.0 0.0 -0.1
C 0.089149 -2.903763 -0.953879 -0.3 0.2 0.3
O -0.286810 -3.777960 -1.699247 0.0 0.1 0.1
C -0.764926 -2.483720 0.253653 -0.3 -0.7 0.2
C -2.184389 -3.024972 0.150846 0.3 0.2 0.1
H -2.144602 -4.095498 -0.027092 0.0 0.0 0.0
H -2.732117 -2.832156 1.070162 0.0 0.0 0.1
H -2.697162 -2.551734 -0.683182 -0.1 0.0 -0.1
H -0.283964 -2.858627 1.169193 -0.1 0.1 -0.2
O -0.796122 -1.049601 0.312219 -0.1 -0.1 -0.4
C -0.509966 -0.464777 1.470968 0.2 0.2 0.4
O -0.228142 -1.036966 2.488446 0.0 0.0 0.0
C -0.590678 1.027976 1.326277 0.3 0.4 0.0
N 0.529133 1.665944 1.306014 -0.1 -1.0 0.1
N 0.513858 2.989449 1.184233 0.1 0.4 0.0
C -0.590454 3.813332 1.075120 0.1 0.0 0.0
O -0.453889 5.013372 0.963620 -0.1 0.2 0.0
C -1.865435 3.088329 1.110149 -0.2 -0.4 0.0
C -3.070349 3.785812 1.025878 0.1 0.0 0.0
C -4.265220 3.101707 1.065487 0.1 0.1 0.0
C -4.273490 1.713524 1.190714 0.0 -0.1 0.0
C -3.093343 1.009317 1.275341 0.1 0.0 0.0
C -1.869573 1.686225 1.233594 -0.2 0.6 -0.1
H -3.103383 -0.064944 1.376342 0.0 -0.1 0.0
H -5.215446 1.186492 1.223790 -0.1 -0.1 0.0
H -5.199292 3.638935 1.001959 -0.1 0.1 0.0
H -3.032171 4.860358 0.932769 0.0 0.1 0.0
H 1.429988 3.426137 1.171176 -0.3 -0.1 0.0
H 1.753448 -1.690440 0.919438 -0.1 0.0 0.1
H 3.813915 -0.494663 0.452014 0.1 0.0 0.1
H 5.637340 -0.002848 -1.052236 0.1 0.0 0.0
H 4.785299 0.931882 -2.280832 0.1 0.1 0.0
H 5.591050 -0.566537 -2.731268 0.1 0.0 0.0
```
Positions in Å, forces in eV/Å.

- structure (SMILES) = Cc1ccc(C(=O)[C@H](C)OC(=O)c2n[nH]c(=O)c3ccccc23)cc1
- largest force on an atom (eV Å⁻¹) = 1.04
- HOMO (eV) = -9.13
- DFT total energy (hartree) = -1144.12907
- relative energy (zero: lowest compared OMol25 entry of this formula, charge and spin) (eV) = 0.798
- frontier orbital gap (eV) = 9.171
- E_LUMO (Ha) = 0.0013



Density functional theory data (the ωB97M-V functional and the def2-TZVPD basis) for C19H16N2O7S in the gas phase at a distorted geometry.

```
45
Properties=species:S:1:pos:R:3:forces:R:3
C 4.276924 -5.179529 -1.677244 -0.4 0.3 0.1
C 2.877587 -4.587208 -1.640843 0.1 -0.3 -0.2
H 2.158013 -5.331266 -1.274551 0.0 0.1 -0.1
H 2.574116 -4.263383 -2.645314 0.0 0.0 0.1
O 2.909646 -3.472856 -0.762868 0.3 0.0 0.1
C 1.784680 -2.768240 -0.544711 -0.5 0.4 0.1
C 0.542624 -3.024058 -1.128242 0.3 -0.2 0.0
C -0.552369 -2.240175 -0.815661 0.1 0.3 0.2
C -0.446646 -1.164402 0.055032 0.3 0.0 0.0
C 0.805635 -0.888344 0.619114 -0.1 -1.1 -0.9
C 1.897281 -1.690363 0.333803 0.0 0.0 0.0
H 2.851562 -1.470420 0.786389 0.0 0.0 0.0
N 1.035347 0.255215 1.467302 0.0 0.6 0.2
O 0.272304 1.195628 1.369702 0.1 0.0 0.1
O 2.005253 0.233617 2.186386 0.3 0.0 0.3
N -1.590141 -0.411704 0.384102 0.0 -0.2 -0.1
C -1.972575 -0.162235 1.708400 -0.3 -0.2 0.0
O -1.409657 -0.630333 2.657233 0.0 0.0 0.2
C -3.198958 0.700823 1.665172 -0.1 0.2 0.3
C -3.492548 0.915414 0.189475 -0.1 0.8 0.0
C -2.476387 0.084431 -0.555095 -0.1 -0.1 0.0
O -2.411791 -0.121445 -1.737319 -0.1 0.0 -0.2
H -4.506054 0.642929 -0.107863 0.1 -0.1 0.0
S -3.382224 2.676144 -0.351012 -0.1 -0.3 -0.3
C -1.617062 2.978550 -0.335595 -0.6 0.0 0.2
C -0.876461 2.549450 -1.425457 0.2 0.0 -0.1
C 0.483095 2.799295 -1.485353 0.0 0.0 0.0
C 1.099751 3.523330 -0.478876 0.0 0.0 0.0
C 0.356738 3.992693 0.586735 -0.1 0.1 0.0
C -1.006076 3.719781 0.676674 0.4 0.0 -0.2
C -1.744661 4.199136 1.868739 -0.4 -0.2 0.4
O -2.668005 3.636843 2.403704 0.1 0.2 0.1
O -1.257802 5.353203 2.335991 0.3 0.6 0.0
H -1.746874 5.621409 3.130251 -0.1 -0.3 -0.1
H 0.828276 4.557786 1.374929 0.1 0.1 0.0
H 2.159593 3.723900 -0.524745 0.1 0.0 0.0
H 1.055358 2.435913 -2.326208 0.1 0.0 -0.1
H -1.367494 2.012993 -2.222647 -0.1 0.0 0.0
H -4.015837 0.215211 2.199808 0.1 -0.1 0.0
H -2.993979 1.647018 2.177026 0.0 -0.2 -0.1
H -1.509062 -2.457835 -1.262366 -0.1 0.0 0.0
H 0.413218 -3.840175 -1.820265 0.0 -0.1 -0.1
H 4.985166 -4.437175 -2.034040 0.1 0.0 -0.1
H 4.296343 -6.039532 -2.340023 0.0 -0.1 -0.1
H 4.574151 -5.490032 -0.679667 0.1 -0.1 0.1
```
Positions in Å, forces in eV/Å.

- structure (SMILES) = CCOc1ccc(N2C(=O)C[C@@H](Sc3ccccc3C(=O)O)C2=O)c([N+](=O)[O-])c1
- largest force on an atom (eV Å⁻¹) = 1.41
- HOMO (eV) = -8.82
- DFT total energy (hartree) = -1767.97595
- relative energy (zero: lowest compared OMol25 entry of this formula, charge and spin) (eV) = 1.374
- frontier orbital gap (eV) = 8.380
- E_LUMO (Ha) = -0.0163



Density functional theory data (the ωB97M-V functional and the def2-TZVPD basis) for C19H16N4O5 in the gas phase at a distorted geometry.

```
44
Properties=species:S:1:pos:R:3:forces:R:3
N 1.974404 -5.991865 -1.668962 0.2 -0.3 -0.1
C 1.393712 -5.021976 -1.473931 0.2 -0.6 0.0
C 0.718260 -3.813841 -1.210993 -0.8 0.5 0.2
C -0.361251 -3.778254 -0.410593 0.5 -0.2 -0.3
C -1.079515 -2.569644 -0.039201 -0.3 0.3 0.2
C -1.601229 -2.461760 1.252282 0.2 -0.1 -0.3
C -2.177919 -1.285035 1.684042 -0.1 0.5 0.0
C -2.263277 -0.203051 0.816424 0.2 -0.5 -0.1
C -1.829349 -0.322312 -0.497366 -0.2 0.1 0.1
C -1.238022 -1.495993 -0.918014 -0.1 0.0 0.1
H -0.920530 -1.586895 -1.944007 0.0 0.0 -0.1
H -1.949556 0.502291 -1.182016 0.0 0.0 0.0
O -2.847659 0.957975 1.295127 -0.3 -0.5 0.0
C -2.249791 2.131012 1.076636 0.7 1.1 -0.1
N -1.038706 2.156650 0.530505 -0.6 -0.5 0.3
C -0.445868 3.318801 0.355514 0.2 0.7 0.0
C -1.045071 4.520870 0.711319 -0.6 -1.1 0.2
C -2.317714 4.503282 1.290724 0.3 0.0 -0.2
C -2.933136 3.291416 1.481966 0.1 -0.4 -0.1
H -3.911104 3.203018 1.924417 -0.1 0.0 0.0
H -2.786620 5.434512 1.571120 0.0 0.0 0.0
N -0.367269 5.766974 0.489295 0.2 0.3 -0.1
O -0.907369 6.776207 0.889393 -0.1 0.3 0.1
O 0.699877 5.729109 -0.084926 0.3 0.0 -0.1
H 0.544360 3.295311 -0.077797 0.0 0.1 0.0
H -2.555000 -1.186216 2.689662 0.0 0.0 0.1
H -1.518112 -3.296590 1.932183 0.0 -0.1 0.1
H -0.692964 -4.698513 0.055927 0.1 -0.1 0.0
C 1.284843 -2.615458 -1.937898 0.1 0.1 0.2
O 1.054058 -2.440465 -3.117982 -0.2 -0.1 -0.2
N 2.045898 -1.784458 -1.200490 0.1 0.1 0.0
C 2.561377 -0.561398 -1.786107 -0.1 0.4 -0.1
H 3.656287 -0.593547 -1.777297 -0.1 0.0 0.0
H 2.205160 -0.497438 -2.814685 0.1 0.0 0.1
C 2.074374 0.629413 -0.955565 0.1 -0.1 -0.3
H 2.530146 1.554088 -1.311847 -0.1 0.0 -0.1
O 2.461577 0.493669 0.395240 0.2 0.2 0.0
C 1.925981 -0.677102 0.959112 -0.1 -0.4 0.1
H 2.279183 -0.710919 1.990900 -0.1 -0.1 0.0
H 0.826366 -0.629798 0.950038 0.1 0.0 0.0
C 2.393781 -1.924889 0.194478 0.0 0.2 0.5
H 3.485397 -2.001439 0.274548 -0.1 0.0 0.0
H 1.943145 -2.821486 0.618806 0.1 0.1 0.0
H 0.978845 0.705745 -1.019981 0.1 0.0 0.0
```
Positions in Å, forces in eV/Å.

- structure (SMILES) = N#C/C(=C/c1ccc(Oc2ccc([N+](=O)[O-])cn2)cc1)C(=O)N1CCOCC1
- largest force on an atom (eV Å⁻¹) = 1.25
- HOMO (eV) = -9.18
- DFT total energy (hartree) = -1328.74554
- relative energy (zero: lowest compared OMol25 entry of this formula, charge and spin) (eV) = 0.000
- frontier orbital gap (eV) = 8.340
- E_LUMO (Ha) = -0.0307



> Among the records above, which one has the highest E_LUMO?

C19H16N2O4



> The lowest largest force on an atom belongs to which entry?

C19H16N2O4



> Look up the relative energy (zero: lowest compared OMol25 entry of this formula, charge and spin) of the second one.

1.374 eV